Record 1
ORCA calculation (ωB97M-V with the def2-TZVPD basis set) on a structure of composition C4H10N2 at a distorted geometry.

Output
energy above the lowest of the compared OMol25 structures with the same formula, charge and spin = 84.6 kcal per mole
orbital gap = 9.914 eV

Geometry as ORCA input:
```
! wB97M-V def2-TZVPD RIJCOSX def2/J DEFGRID3
* xyz 0 1
C 2.4230 0.3328 -0.4056
C 1.1649 0.2821 0.4008
C 1.1087 0.2339 1.7366
H -0.3039 -0.3657 -0.2462
H 2.5045 -0.5443 -1.0545
H 2.4640 1.2367 -1.0200
H 3.3135 0.3414 0.2301
H 0.1434 0.2995 2.2311
H 1.9926 0.0813 2.3513
N -2.4134 -0.2481 -1.5047
C -1.6822 -0.3839 -0.3596
N -2.1971 -0.5214 0.8124
H -1.9918 -0.5098 -2.3837
H -3.4181 -0.3881 -1.4675
H -3.2250 -0.5023 0.7873
H 0.1169 0.6559 -0.1078
*
```

Atom charges from the Löwdin analysis, given in e for atoms 1 to 6:
1. C -0.11
2. C -0.29
3. C 0.02
4. H 0.12
5. H 0.07
6. H 0.07


Record 2
ORCA calculation (ωB97M-V with the def2-TZVPD basis set) on an isolated molecule of C4H10N2 at a distorted geometry.

Output
energy above the lowest of the compared OMol25 structures with the same formula, charge and spin = 90.0 kcal per mole
orbital gap (alpha / beta) = 7.968 / 7.967 eV

Geometry as ORCA input:
```
! wB97M-V def2-TZVPD RIJCOSX def2/J DEFGRID3
* xyz 0 1
C -0.4358 -0.3657 -0.0598
C -1.2398 0.9506 0.0774
C -1.1067 -1.6279 0.2828
C 1.7047 0.8344 -0.2563
N 1.6477 -1.5854 -0.1391
N 0.9133 -0.4108 -0.1587
H -0.7452 1.7815 0.5704
H -2.1794 1.0315 0.6622
H -1.5016 1.4296 -0.8585
H -0.8686 -1.7458 1.4149
H -0.8899 -2.6300 -0.2180
H -2.2136 -1.6743 0.0799
H 1.9476 0.8233 -1.4814
H 1.1076 1.6765 0.1983
H 2.6589 0.5765 0.2173
H 2.6142 -1.2298 -0.2638
*
```

Atom charges from the Löwdin analysis, given in e for atoms 1 to 6:
1. C -0.31
2. C -0.06
3. C -0.10
4. C -0.03
5. N 0.01
6. N -0.30


Record 3
ORCA calculation (ωB97M-V with the def2-TZVPD basis set) on an isolated molecule of C4H10N2 at a distorted geometry.

Output
energy above the lowest of the compared OMol25 structures with the same formula, charge and spin = 84.0 kcal per mole
orbital gap (alpha / beta) = 8.184 / 8.191 eV

Geometry as ORCA input:
```
! wB97M-V def2-TZVPD RIJCOSX def2/J DEFGRID3
* xyz 0 1
C 0.2177 -0.2483 -0.5720
C 0.8194 0.2593 0.6997
C -0.3327 -1.6318 -0.6300
C -0.2099 0.5330 1.8024
N 0.2279 0.4980 -1.6758
N -0.5952 1.5834 -1.2695
H -0.0175 0.0433 -2.5541
H -0.1265 2.4331 -1.6039
H 1.3739 1.1723 0.4813
H 1.5317 -0.4987 1.0535
H -0.1711 -2.0779 -1.6159
H 0.0977 -2.2907 0.1245
H -1.4154 -1.5880 -0.4693
H -0.9020 1.3059 1.4718
H -0.7854 -0.3625 2.0442
H 0.2872 0.8696 2.7131
*
```

Atom charges from the Löwdin analysis, given in e for atoms 1 to 6:
1. C -0.32
2. C -0.22
3. C -0.02
4. C -0.10
5. N -0.11
6. N -0.03


Record 4
ORCA calculation (ωB97M-V with the def2-TZVPD basis set) on a cluster of 2 separate species, C4H10N2 in total at a distorted geometry.

Output
energy above the lowest of the compared OMol25 structures with the same formula, charge and spin = 123.5 kcal per mole
orbital gap (alpha / beta) = 8.949 / 8.948 eV

Geometry as ORCA input:
```
! wB97M-V def2-TZVPD RIJCOSX def2/J DEFGRID3
* xyz 0 1
C -0.4221 -0.2715 0.3439
C -0.7929 1.2085 -0.0025
C -0.8107 -0.6040 1.7440
C 1.9940 0.1242 -1.4686
N -0.6420 -1.1180 -0.8032
N 0.6362 -1.0382 -0.2635
H -1.7945 1.3972 0.1028
H -0.4589 1.5619 -1.0994
H -0.2081 1.8106 0.7107
H -1.0336 -1.6655 1.6804
H -1.7777 -0.1001 1.8781
H -0.0437 -0.1906 2.4346
H 1.7656 1.1186 -1.2563
H 2.8746 -0.3077 -0.9441
H 1.7147 0.1051 -2.4739
H -1.0009 -2.0303 -0.5831
*
```

Atom charges from the Löwdin analysis, given in e for atoms 1 to 6:
1. C -0.62
2. C -0.04
3. C -0.03
4. C 0.10
5. N -0.01
6. N 0.03


| no. | total energy (eV) |
| --- | --- |
| 1 | -7286.952 |
| 2 | -7286.716 |
| 3 | -7286.977 |
| 4 | -7285.263 |